A molecular structure, C4H10NO2S, computed with ωB97M-V/def2-TZVPD.

Calculated values
Gap between HOMO and LUMO: 7.3 eV
E_tot: -20729.815 eV
Max |F|: 0.066 Eh/bohr

The geometry in ORCA input format:
```
! wB97M-V def2-TZVPD RIJCOSX def2/J DEFGRID3
* xyz -1 1
C 1.7987 -1.0653 1.2246
N 0.6102 -0.2408 1.1414
C 0.3040 0.1406 -0.1835
C -0.7273 -0.5491 -1.0237
S -2.0415 -1.4001 -0.1062
C 1.2769 0.9763 -0.9029
O 2.2766 1.4799 -0.3487
H 1.8410 -1.7432 0.3679
H 1.7957 -1.8107 2.0327
H 2.6868 -0.4529 1.2596
H -0.2982 -0.6128 1.4236
H 0.0985 1.3298 -0.3265
H -0.2492 -1.2880 -1.6873
H -1.1580 0.2423 -1.6511
H 1.2122 1.2224 -1.9770
H -3.5484 1.6715 -0.3053
H -2.8645 0.5645 0.5766
O -3.0135 1.5357 0.4860
*
```